No. 1
ORCA calculation (ωB97M-V/def2-TZVPD) on a structure of composition C43H66OP3S3SiTi.

The geometry in ORCA input format:
```
! RIJCOSX wB97M-V def2-TZVPD def2/J DEFGRID3
* xyz 3 1
Ti -0.957 -0.779 -0.065
C 0.742 -0.531 5.004
C 0.797 -0.821 3.501
C 2.132 -0.312 2.967
P -0.619 -0.059 2.549
C -1.974 -0.113 3.830
C -3.255 0.668 3.522
C -2.308 -1.527 4.310
C -0.138 1.699 2.496
C -0.493 2.552 3.540
C -0.145 3.898 3.524
C 0.556 4.417 2.447
C 0.912 3.573 1.404
C 0.590 2.208 1.410
Si 1.336 1.405 -0.100
C 0.856 2.470 -1.522
C 1.816 3.341 -2.040
C 1.521 4.189 -3.096
C 0.252 4.166 -3.657
C -0.714 3.309 -3.152
C -0.435 2.458 -2.079
P -1.794 1.404 -1.450
C -3.063 2.497 -0.638
C -2.809 2.634 0.862
C -3.234 3.889 -1.251
C -2.675 0.730 -2.957
C -1.698 0.288 -4.052
C -3.808 1.580 -3.544
C 3.179 1.224 0.168
C 4.008 2.196 0.732
C 5.357 1.938 0.955
C 5.905 0.701 0.633
C 5.107 -0.285 0.074
C 3.757 -0.018 -0.153
P 2.669 -1.173 -0.947
C 2.899 -1.059 -2.764
C 4.398 -1.075 -3.117
C 2.280 0.204 -3.370
C 2.849 -2.931 -0.470
C 3.011 -3.129 1.038
C 3.939 -3.692 -1.240
H 1.669 -0.896 5.455
H -0.081 -1.025 5.520
H 0.693 0.545 5.199
H 0.717 -1.901 3.345
H 2.276 0.739 3.236
H 2.208 -0.397 1.894
H 2.951 -0.885 3.409
H -1.487 0.381 4.662
H -3.760 0.300 2.632
H -3.078 1.737 3.404
H -3.948 0.543 4.360
H -3.016 -2.015 3.637
H -2.806 -1.452 5.280
H -1.433 -2.167 4.456
H -1.060 2.194 4.390
H -0.438 4.537 4.351
H 0.817 5.471 2.412
H 1.433 4.006 0.546
H 2.822 3.350 -1.619
H 2.278 4.861 -3.485
H 0.009 4.817 -4.489
H -1.696 3.319 -3.602
H -3.989 1.934 -0.772
H -1.956 3.288 1.060
H -2.615 1.675 1.326
H -3.685 3.066 1.351
H -2.309 4.463 -1.186
H -3.994 4.423 -0.674
H -3.566 3.877 -2.290
H -3.154 -0.159 -2.555
H -1.245 1.150 -4.540
H -2.240 -0.277 -4.812
H -0.899 -0.343 -3.678
H -3.445 2.450 -4.091
H -4.534 1.914 -2.805
H -4.343 0.959 -4.267
H 3.603 3.162 1.022
H 5.985 2.705 1.396
H 6.956 0.505 0.816
H 5.542 -1.249 -0.178
H 2.402 -1.949 -3.159
H 4.905 -0.207 -2.690
H 4.483 -0.996 -4.202
H 4.929 -1.970 -2.814
H 2.774 1.097 -2.979
H 1.209 0.296 -3.207
H 2.454 0.187 -4.448
H 1.885 -3.327 -0.783
H 3.875 -2.583 1.424
H 3.175 -4.192 1.235
H 2.130 -2.822 1.593
H 4.940 -3.305 -1.031
H 3.780 -3.696 -2.317
H 3.924 -4.731 -0.903
C -4.423 -2.024 -0.685
C -3.795 -2.932 -1.739
S -2.124 -2.407 -2.165
C -1.171 -3.929 -2.118
C -1.026 -4.559 -0.746
S -0.494 -3.389 0.539
C -1.729 -3.684 1.818
C -3.156 -3.350 1.420
S -3.373 -1.668 0.747
H -5.337 -2.463 -0.290
H -4.685 -1.049 -1.095
H -4.392 -2.890 -2.646
H -3.768 -3.970 -1.418
H -0.202 -3.642 -2.530
H -1.621 -4.636 -2.816
H -0.276 -5.345 -0.775
H -1.954 -5.008 -0.406
H -1.400 -3.084 2.656
H -1.658 -4.729 2.119
H -3.534 -4.039 0.670
H -3.803 -3.436 2.289
O 0.089 -0.837 -1.467
C 1.038 -0.466 -0.504
*
```

Output
Kohn-Sham gap = 7.2 eV
Relative energy (zero: lowest compared OMol25 entry of this formula, charge and spin) = 0.000 eV
Calculated total energy = -5110.18479 Ha

Here are the Mulliken charges for atoms 1 to 99, given in e:
1. Ti -2.97
2. C -1.79
3. C 0.57
4. C -1.89
5. P 1.92
6. C 0.92
7. C -1.48
8. C -2.41
9. C -0.14
10. C -0.25
11. C -1.30
12. C -0.88
13. C -0.40
14. C 1.13
15. Si -3.81
16. C 1.03
17. C 0.48
18. C -0.99
19. C -1.21
20. C -0.26
21. C -0.14
22. P 1.60
23. C 0.51
24. C -0.72
25. C -1.74
26. C 1.09
27. C -1.25
28. C -1.76
29. C 0.21
30. C -0.42
31. C -1.02
32. C -0.81
33. C -0.45
34. C 0.49
35. P 1.16
36. C 0.65
37. C -1.63
38. C -1.50
39. C 1.19
40. C -0.89
41. C -1.69
42. H 0.53
43. H 0.39
44. H 0.31
45. H 0.69
46. H 0.32
47. H 0.15
48. H 0.84
49. H 0.69
50. H 0.16
51. H 0.31
52. H 0.51
53. H 0.38
54. H 0.52
55. H 0.42
56. H 0.57
57. H 0.47
58. H 0.50
59. H 0.29
60. H 0.44
61. H 0.48
62. H 0.50
63. H 0.37
64. H 0.73
65. H 0.35
66. H -0.93
67. H 0.74
68. H 0.33
69. H 0.51
70. H 0.36
71. H -0.62
72. H 0.37
73. H 0.57
74. H -0.09
75. H 0.30
76. H 0.42
77. H 0.50
78. H 0.47
79. H 0.49
80. H 0.51
81. H 0.34
82. H 0.76
83. H 0.36
84. H 0.51
85. H 0.41
86. H 0.33
87. H -0.02
88. H 0.72
89. H -0.27
90. H 0.33
91. H 0.57
92. H -0.15
93. H 0.26
94. H 0.45
95. H 0.51
96. C -0.99
97. C -1.21
98. S 0.59
99. C -0.90

No. 2
ORCA calculation (ωB97M-V/def2-TZVPD) on a structure of composition C43H70AlCl2F9MgN3O17P2S4V.

The geometry in ORCA input format:
```
! RIJCOSX wB97M-V def2-TZVPD def2/J DEFGRID3
* xyz 0 1
C 4.318 3.060 3.865
O 3.276 2.786 2.890
C 3.824 2.047 1.783
C 2.717 1.499 0.708
C 3.513 1.745 -0.669
C 3.011 1.014 -1.979
C 4.296 0.896 -2.980
C 1.978 2.020 -2.755
N 1.461 2.284 0.893
S 1.566 3.997 0.443
C 0.237 1.748 0.134
P -1.310 2.091 1.227
O -1.351 1.155 2.464
O -2.759 2.074 0.329
O -1.272 3.675 1.921
C 0.320 0.192 -0.226
C -1.113 -0.586 -0.162
C -0.822 -2.007 -0.913
C -2.231 -2.685 -1.356
C -2.132 -4.307 -1.341
O -1.876 -4.719 0.027
O 1.200 -0.614 0.530
C 2.406 -0.037 1.048
C 3.512 -1.107 0.604
O 4.891 -0.783 0.823
C 5.745 -1.802 0.267
C 5.571 -3.324 0.565
C 6.441 -4.449 -0.033
C 6.064 -5.960 0.365
C 7.633 -4.094 -0.985
C 7.841 -2.589 -1.288
C 6.925 -1.445 -0.713
C 7.297 0.042 -1.146
C 8.676 0.451 -0.422
C 7.601 -0.014 -2.753
P 2.166 -0.265 2.966
S 3.722 -1.006 3.870
H 5.314 3.309 3.342
H 3.987 3.995 4.441
H 4.406 2.213 4.626
H 4.582 2.763 1.273
H 4.463 1.212 2.227
H 4.586 1.356 -0.461
H 3.695 2.850 -0.928
H 2.611 -0.044 -1.876
H 4.999 1.797 -2.802
H 4.886 -0.058 -2.737
H 3.997 0.851 -4.078
H 1.939 3.030 -2.225
H 2.380 2.237 -3.817
H 0.940 1.571 -2.903
H 1.093 2.288 1.878
H 1.106 4.755 1.512
H 0.103 2.422 -0.787
H -3.383 1.411 0.715
H -1.787 4.267 1.320
H 0.536 0.140 -1.364
H -1.417 -0.872 0.911
H -1.917 -0.085 -0.793
H -0.165 -2.706 -0.301
H -0.283 -1.785 -1.915
H -3.112 -2.295 -0.750
H -2.468 -2.418 -2.455
H -3.129 -4.734 -1.737
H -1.327 -4.671 -2.077
H -2.762 -4.903 0.416
H 3.279 -2.057 1.227
H 3.403 -1.465 -0.492
H 4.707 -3.626 1.252
H 4.991 -6.160 -0.017
H 6.029 -5.998 1.503
H 6.824 -6.675 -0.095
H 8.313 -4.903 -1.432
H 8.722 -2.332 -1.978
H 6.462 0.807 -1.027
H 8.761 1.579 -0.280
H 8.749 -0.142 0.559
H 9.534 0.112 -1.090
H 8.642 -0.447 -2.970
H 7.559 1.030 -3.236
H 6.829 -0.673 -3.290
H 1.657 0.956 3.570
H 1.095 -1.226 3.179
O -4.138 -0.915 -3.647
S -3.319 -0.854 -4.860
O -3.677 0.341 -5.651
O -3.572 -2.078 -5.694
O -1.896 -0.801 -4.496
O -7.003 -1.566 1.601
V -5.769 -2.779 1.336
O -4.568 -4.012 1.091
Mg -2.837 -1.863 -7.531
C 12.838 4.097 0.578
F 13.609 4.306 -0.518
F 13.648 3.524 1.501
F 12.534 5.327 1.060
S 11.327 3.075 0.210
O 11.837 1.803 -0.293
O 10.582 3.835 -0.789
O 10.625 2.953 1.484
C -4.187 3.684 -6.779
C -3.001 4.458 -6.269
O -2.169 4.918 -7.033
C -2.883 4.641 -4.780
H -4.143 3.632 -7.870
H -4.168 2.669 -6.378
H -5.111 4.188 -6.490
H -2.807 3.667 -4.291
H -3.749 5.187 -4.404
H -1.981 5.217 -4.557
F -0.977 -2.081 2.140
C -13.161 -3.085 10.007
N -12.675 -2.874 8.627
C -11.813 -3.762 8.092
C -11.369 -3.617 6.786
C -11.816 -2.550 6.006
C -12.689 -1.639 6.603
C -13.104 -1.818 7.913
C -11.412 -2.390 4.595
C -12.370 -2.345 3.580
C -11.989 -2.145 2.263
N -10.691 -1.986 1.944
C -9.739 -2.048 2.892
C -10.077 -2.252 4.223
C -10.294 -1.723 0.544
H -12.295 -3.136 10.668
H -13.721 -4.021 10.021
H -13.808 -2.260 10.302
H -11.498 -4.590 8.717
H -10.690 -4.361 6.381
H -13.054 -0.776 6.054
H -13.786 -1.125 8.393
H -13.426 -2.468 3.804
H -12.717 -2.102 1.461
H -8.710 -1.918 2.569
H -9.283 -2.276 4.964
H -9.587 -2.494 0.242
H -9.834 -0.734 0.512
H -11.172 -1.746 -0.101
Cl 10.106 -1.001 -5.390
C 11.752 -0.335 -5.535
C 12.544 -0.486 -4.252
Cl 11.914 0.553 -2.953
H 11.669 0.711 -5.834
H 12.245 -0.882 -6.342
H 13.582 -0.191 -4.420
H 12.537 -1.518 -3.895
F -7.646 6.820 -6.282
Al -6.982 6.825 -4.637
F -5.993 5.361 -4.391
F -8.312 6.843 -3.462
F -5.973 8.265 -4.411
F -2.476 5.041 3.041
*
```

Output
Kohn-Sham gap = 1.1 eV
Calculated total energy = -8604.22820 Ha

Here are the Mulliken charges for atoms 1 to 99, given in e:
1. C -0.69
2. O -0.25
3. C -1.48
4. C 1.44
5. C -1.78
6. C 1.36
7. C -0.93
8. C -1.14
9. N -0.08
10. S -0.11
11. C 0.16
12. P 0.79
13. O -0.64
14. O -0.47
15. O -0.55
16. C 0.29
17. C -1.40
18. C -0.37
19. C 0.54
20. C -0.66
21. O -0.46
22. O -0.05
23. C -0.18
24. C -1.08
25. O -0.06
26. C 0.24
27. C -0.43
28. C 0.65
29. C -1.06
30. C -0.90
31. C -0.51
32. C 0.04
33. C 1.52
34. C -1.00
35. C -1.05
36. P 0.25
37. S -0.33
38. H 0.31
39. H 0.25
40. H 0.25
41. H 0.58
42. H 0.36
43. H -0.42
44. H 0.87
45. H 0.11
46. H 0.21
47. H -0.03
48. H 0.52
49. H 0.16
50. H 0.41
51. H 0.20
52. H 1.09
53. H 0.29
54. H 0.66
55. H 0.33
56. H 0.40
57. H -0.41
58. H 0.57
59. H 0.55
60. H 0.21
61. H 0.26
62. H 0.04
63. H -0.36
64. H 0.29
65. H 0.30
66. H 0.31
67. H 0.26
68. H 0.55
69. H 0.34
70. H 0.27
71. H 0.30
72. H 0.31
73. H 0.25
74. H 0.20
75. H -0.57
76. H 0.33
77. H 0.29
78. H 0.11
79. H -0.01
80. H 0.29
81. H 0.34
82. H 0.14
83. H 0.13
84. O -0.59
85. S 1.16
86. O -0.59
87. O -0.53
88. O -0.55
89. O -1.11
90. V 1.48
91. O -0.97
92. Mg 1.08
93. C 0.52
94. F -0.23
95. F -0.23
96. F -0.23
97. S 1.24
98. O -0.60
99. O -0.67

No. 3
ORCA calculation (ωB97M-V/def2-TZVPD) on a cluster of 11 separate species, C43H73N5O6 in total.

The geometry in ORCA input format:
```
! RIJCOSX wB97M-V def2-TZVPD def2/J DEFGRID3
* xyz 0 1
C 2.576 3.960 -3.757
C 2.752 2.454 -4.213
C 2.696 2.487 -5.709
O 3.869 1.806 -3.657
H 2.519 4.002 -2.645
H 1.727 4.456 -4.242
H 3.488 4.476 -4.010
H 1.995 1.779 -3.833
H 3.048 1.497 -6.163
H 3.333 3.317 -6.121
H 1.668 2.673 -6.073
H 4.617 1.989 -4.191
C -4.488 -3.445 0.359
C -3.845 -2.880 -0.874
C -3.801 -1.346 -0.938
O -2.544 -3.448 -1.007
H -4.321 -4.538 0.450
H -5.589 -3.183 0.420
H -3.970 -3.010 1.236
H -4.473 -3.274 -1.773
H -3.025 -1.022 -1.692
H -3.478 -0.896 0.030
H -4.736 -0.930 -1.317
H -2.088 -2.942 -1.661
C 0.505 -5.008 3.363
C -0.522 -4.185 2.547
C -1.883 -4.763 2.708
O -0.538 -2.833 3.031
H 0.264 -5.037 4.421
H 1.555 -4.653 3.352
H 0.600 -6.017 2.892
H -0.229 -4.252 1.501
H -2.520 -4.035 2.216
H -2.055 -4.930 3.770
H -1.951 -5.733 2.235
H 0.315 -2.672 3.395
C 2.948 -3.763 -2.373
C 3.950 -3.892 -1.265
C 3.165 -3.894 0.029
O 4.796 -5.052 -1.191
H 2.236 -2.930 -2.220
H 2.320 -4.695 -2.420
H 3.385 -3.601 -3.285
H 4.614 -3.027 -1.313
H 2.369 -4.668 -0.153
H 2.698 -2.956 0.311
H 3.778 -4.304 0.846
H 4.800 -5.518 -2.038
C -2.073 3.933 -4.127
C -3.349 4.010 -3.400
C -3.615 2.767 -2.479
O -3.482 5.113 -2.487
H -1.664 4.889 -4.437
H -2.149 3.309 -4.987
H -1.419 3.468 -3.418
H -4.160 4.160 -4.063
H -2.777 2.628 -1.738
H -3.894 1.843 -2.951
H -4.467 3.089 -1.770
H -2.729 5.230 -1.911
C -4.345 -1.760 5.541
C -4.454 -0.551 4.656
C -3.124 0.138 4.442
O -4.895 -0.952 3.334
H -3.932 -1.397 6.467
H -3.663 -2.435 5.052
H -5.296 -2.256 5.684
H -5.201 0.194 5.063
H -2.326 -0.507 4.068
H -2.889 0.501 5.450
H -3.268 1.041 3.853
H -5.853 -0.946 3.312
N 2.840 -1.951 3.840
C 2.090 -0.910 3.620
C 1.978 0.219 4.431
C 2.702 0.198 5.601
C 3.514 -0.898 5.854
C 3.564 -2.012 4.993
H 1.481 -0.979 2.738
H 1.338 1.035 4.228
H 2.715 0.916 6.411
H 4.100 -0.968 6.722
H 4.226 -2.847 5.114
N -2.787 -2.095 -4.254
C -3.022 -0.887 -4.718
C -2.114 0.167 -4.779
C -0.806 -0.157 -4.458
C -0.518 -1.397 -3.919
C -1.536 -2.357 -3.860
H -4.117 -0.652 -4.995
H -2.461 1.102 -5.180
H 0.057 0.530 -4.569
H 0.488 -1.755 -3.681
H -1.350 -3.422 -3.524
N 1.065 -0.411 -1.502
C 0.234 -1.115 -0.823
C -0.445 -0.701 0.283
C -0.221 0.591 0.738
C 0.550 1.437 -0.031
C 1.180 0.884 -1.182
H 0.130 -2.152 -1.159
H -1.097 -1.352 0.809
H -0.757 1.066 1.588
H 0.785 2.434 0.338
H 1.840 1.496 -1.830
N -1.470 5.434 -0.032
C -0.325 6.006 -0.280
C 0.858 5.747 0.343
C 0.805 4.785 1.393
C -0.397 4.201 1.680
C -1.497 4.557 0.968
H -0.426 6.726 -1.078
H 1.825 6.198 0.017
H 1.659 4.445 1.942
H -0.613 3.404 2.433
H -2.455 4.069 1.119
N 4.177 3.769 1.207
C 4.198 2.841 2.195
C 4.360 1.444 2.072
C 4.542 0.971 0.736
C 4.637 1.967 -0.225
C 4.495 3.311 0.002
H 4.020 3.308 3.142
H 4.447 0.937 3.022
H 4.641 -0.028 0.345
H 4.938 1.672 -1.254
H 4.432 4.107 -0.727
*
```

Output
Kohn-Sham gap = 9.9 eV
SMILES = c1ccncc1.c1ccncc1.c1ccncc1.c1ccncc1.c1ccncc1.CC(C)O.CC(C)O.CC(C)O.CC(C)O.CC(C)O.CC(C)O
Relative energy (zero: lowest compared OMol25 entry of this formula, charge and spin) = 0.000 eV
Calculated total energy = -2407.32979 Ha

Here are the Mulliken charges for atoms 1 to 99, given in e:
1. C -1.00
2. C 1.55
3. C -1.48
4. O -0.46
5. H -0.01
6. H 0.37
7. H 0.42
8. H -0.71
9. H 0.36
10. H 0.40
11. H 0.37
12. H 0.29
13. C -0.98
14. C 0.84
15. C -0.59
16. O -0.50
17. H 0.37
18. H 0.36
19. H -0.17
20. H 0.14
21. H -0.11
22. H 0.02
23. H 0.53
24. H 0.07
25. C -1.54
26. C 1.15
27. C -1.26
28. O -0.22
29. H 0.37
30. H 0.32
31. H 0.41
32. H -0.08
33. H -0.02
34. H 0.39
35. H 0.40
36. H 0.09
37. C -1.09
38. C 0.51
39. C -0.98
40. O -0.56
41. H -0.05
42. H 0.37
43. H 0.53
44. H 0.12
45. H 0.25
46. H 0.14
47. H 0.42
48. H 0.33
49. C -1.05
50. C 0.30
51. C -0.91
52. O -0.58
53. H 0.36
54. H 0.45
55. H 0.06
56. H 0.36
57. H 0.04
58. H 0.35
59. H 0.35
60. H 0.29
61. C -1.20
62. C 0.42
63. C -1.05
64. O -0.47
65. H 0.39
66. H 0.15
67. H 0.37
68. H 0.32
69. H 0.09
70. H 0.43
71. H 0.30
72. H 0.26
73. N -0.29
74. C -0.03
75. C -1.15
76. C -0.43
77. C -0.49
78. C -0.54
79. H 0.95
80. H 0.65
81. H 0.41
82. H 0.48
83. H 0.42
84. N -0.48
85. C -0.41
86. C -0.35
87. C 0.19
88. C 0.03
89. C -0.82
90. H 0.28
91. H 0.44
92. H 0.26
93. H 0.27
94. H 0.61
95. N 0.38
96. C -0.20
97. C -1.32
98. C -0.20
99. C 0.26